Density functional theory data (ωB97M-V with the def2-TZVPD basis set) for a cluster of 2 separate species, Cl2HNS in total at a distorted geometry.

Last column: Löwdin charge in e.
Element x y z (Å)
N: -1.11 1.04 0.09  -0.471
S: -2.43 0.65 0.48  0.410
Cl: 2.67 -0.50 -0.59  0.254
Cl: -2.78 -1.48 0.57  0.066
H: 3.65 0.31 -0.55  -0.259

- HOMO-LUMO gap (spin up / spin down): 8.2 / 8.0 eV
- E_HOMO (spin up / spin down): -8.38 / -11.68 eV
- Lowest unoccupied orbital energy (spin up / spin down): -0.20 / -3.68 eV
- 2S+1: 3
- Charge: 0